94
Properties=species:S:1:pos:R:3 method="wB97M-V/def2-TZVPD" max_force_ev_per_a=1.09 orbital_gap_ev="6.24 / 5.30" molar_mass_g_mol=789.69 multiplicity=2 energy_ha=-4872.27295
Cr -0.3860 0.3474 -0.0301
C -3.0522 -0.5012 2.2434
P -1.3154 -0.9214 1.6869
C -0.5410 -0.3721 3.2514
N -0.6131 -1.1166 4.3352
C -0.2164 -0.5557 5.5035
C -0.2515 -1.3082 6.6898
C 0.0999 -0.7235 7.8809
C 0.4901 0.6243 7.9277
C 0.5297 1.3798 6.7826
C 0.1808 0.8047 5.5479
N 0.2094 1.5582 4.4220
C -0.1013 0.9736 3.2840
P -0.1479 1.9251 1.7053
C -1.4850 3.1293 2.1257
C 1.3687 3.0732 1.6847
C 2.5651 2.1390 1.4728
C 1.1695 3.9988 0.4775
C 1.6153 3.9643 2.9058
C -1.3396 -2.8216 1.6968
C -1.7567 -3.3349 0.2965
C 0.0875 -3.3021 1.9889
C -2.3153 -3.3838 2.7416
H -3.1351 -0.6925 3.3128
H -3.8411 -1.0504 1.7326
H -3.2029 0.5623 2.0635
H -0.5640 -2.3432 6.6406
H 0.0669 -1.3074 8.7915
H 0.7585 1.0729 8.8752
H 0.8226 2.4215 6.8080
H -1.3307 3.5132 3.1341
H -2.4461 2.6184 2.0826
H -1.4940 3.9486 1.4077
H 2.3799 1.4314 0.6641
H 2.7562 1.5621 2.3814
H 3.4672 2.7119 1.2412
H 0.6631 3.4844 -0.3407
H 2.1358 4.3664 0.1239
H 0.5680 4.8665 0.7549
H 1.7550 3.3854 3.8058
H 0.7792 4.6471 3.0693
H 2.5133 4.5666 2.7320
H -3.0123 -1.7043 0.2193
H -2.0877 -4.3682 0.4100
H -0.8918 -3.3301 -0.3607
H 0.7859 -2.9290 1.2398
H 0.1214 -4.3944 1.9592
H 0.4079 -2.9790 2.9758
H -3.3522 -3.1989 2.4572
H -2.1169 -2.9449 3.7143
H -2.1794 -4.4661 2.8214
C 0.1590 2.1633 -3.9624
C 1.6394 2.4152 -3.6465
C 1.7650 2.0585 -2.1547
O 0.4305 1.7729 -1.6882
C -0.4725 2.3982 -2.6021
H -0.0014 1.1296 -4.2640
H -0.2304 2.8318 -4.7293
H 1.8739 3.4695 -3.7985
H 2.3072 1.8142 -4.2615
H 2.1797 2.8891 -1.5804
H 2.3687 1.1796 -1.9703
H -0.5339 3.4737 -2.3842
H -1.4535 1.9486 -2.4729
Cl -2.8382 0.3625 -0.9458
C -3.0453 -0.9363 -2.1065
C -3.1989 -0.6008 -3.4350
C -3.2150 -1.5989 -4.3951
C -3.0633 -2.9183 -4.0044
C -2.9267 -3.2435 -2.6640
Cl -2.8232 -4.9249 -2.2643
C -2.9216 -2.2635 -1.6580
N -2.8470 -2.5369 -0.3101
H -3.2802 0.4418 -3.7137
H -3.3284 -1.3527 -5.4421
H -3.0571 -3.7183 -4.7318
C 3.4309 -0.9737 -6.9672
C 2.8531 -1.0583 -5.5804
C 3.6789 -0.9012 -4.4679
C 3.1664 -0.9974 -3.1853
C 1.8129 -1.2388 -3.0064
C 0.9763 -1.4067 -4.0973
C 1.4998 -1.3105 -5.3784
S 1.1270 -1.4584 -1.3808
O 1.7285 -0.4983 -0.4471
O 1.3468 -2.8427 -1.0610
O -0.2984 -1.0876 -1.5163
H 4.0569 -0.0873 -7.0749
H 2.6438 -0.9406 -7.7190
H 4.0562 -1.8450 -7.1715
H 4.7354 -0.7069 -4.6120
H 3.8058 -0.8838 -2.3174
H -0.0753 -1.6059 -3.9348
H 0.8472 -1.4384 -6.2342